The following is a DFT calculation (wB97M-V/def2-TZVPD) of a gas-phase ion, C6H8O2PS (charge -1) in a non-equilibrium geometry.

The maximum force is 5.14 eV Å⁻¹. The calculation puts the energy above the lowest of the compared OMol25 structures with the same formula, charge and spin at 0.0 kJ/mol. For the HOMO energy, the calculation gives -4.9 eV. As for the charge: -1. Its SMILES is CC[P@](=O)([O-])c1cccs1.

Bonds (Å) are listed after each position.
Cartesian coordinates (Å):
1 C -3.146 0.049 -0.517  C2 1.562, H11 1.045, H12 1.018, H13 1.068
2 C -1.616 -0.247 -0.632  C1 1.562, P3 1.909, H14 1.170, H15 1.086
3 P -0.725 1.170 0.286  C2 1.909, O4 1.469, O5 1.448, C6 2.077
4 O -1.215 1.303 1.664  P3 1.469
5 O -0.681 2.313 -0.603  P3 1.448
6 C 1.148 0.280 0.397  P3 2.077, C7 1.342, S10 1.738
7 C 1.651 -0.602 1.274  C6 1.342, C8 1.460, H16 1.003
8 C 2.989 -0.992 0.839  C7 1.460, C9 1.438, H17 1.142
9 C 3.370 -0.409 -0.419  C8 1.438, S10 1.729, H18 1.108
10 S 2.139 0.669 -0.978  C6 1.738, C9 1.729
11 H -3.926 -0.584 -0.806  C1 1.045
12 H -3.478 0.436 0.364  C1 1.018
13 H -3.102 0.849 -1.223  C1 1.068
14 H -1.321 0.008 -1.735  C2 1.170
15 H -1.158 -1.154 -0.247  C2 1.086
16 H 1.195 -0.801 2.146  C7 1.003
17 H 3.636 -1.816 1.292  C8 1.142
18 H 4.240 -0.471 -1.102  C9 1.108

Results of the Mulliken charge analysis, in e, for atoms 1 through 5: -1.314 -0.487 0.922 -0.769 -0.737